No. 1
{
  "formula": "C6H28O8",
  "method": "ωB97M-V/def2-TZVPD",
  "elements": ["O", "H", "H", "H", "O", "H", "C", "O", "H", "H", "H", "H", "C", "O", "H", "H", "H", "H", "C", "O", "H", "H", "H", "H", "C", "O", "H", "H", "H", "H", "C", "O", "H", "H", "H", "H", "C", "O", "H", "H", "H", "H"],
  "xyz": [[0.3675, 0.1790, 0.2148], [-0.1145, -0.5200, 0.7788], [0.5875, -0.1850, -0.6642], [-0.1065, 0.9460, -0.0942], [-1.3055, 1.9310, -0.7032], [-2.1345, 2.1570, -0.0482], [2.4555, -1.7100, 2.9318], [2.4285, -1.6270, 1.5878], [1.6095, -0.9760, 3.2048], [3.3915, -1.4300, 3.4228], [2.0435, -2.6430, 3.2228], [3.2315, -2.1540, 1.3508], [-3.2825, -0.7340, -1.2942], [-2.5755, 0.0310, -2.2612], [-3.0305, -1.6560, -1.1312], [-4.4565, -0.6270, -1.6732], [-3.2445, -0.0590, -0.1582], [-2.2435, 0.8050, -1.5812], [-1.2525, -1.7680, 2.6318], [-1.0545, -2.0000, 1.3658], [-1.6805, -2.6040, 3.1098], [-2.0365, -0.9840, 2.8228], [-0.3565, -1.5270, 3.2228], [-1.3475, -2.8230, 1.0288], [1.7525, -2.5750, -2.1872], [0.8185, -1.4400, -1.9852], [2.5165, -2.2830, -1.5172], [2.1495, -2.7890, -3.0942], [1.4125, -3.3980, -1.8412], [0.3765, -1.1740, -2.8432], [1.1455, 1.8880, -3.0992], [0.9525, 2.3180, -1.7492], [2.1665, 2.3210, -3.6802], [0.2195, 2.1780, -3.7722], [1.0735, 0.8110, -3.3672], [0.0465, 2.1090, -1.2472], [0.1125, 4.0270, 1.6358], [-0.5865, 2.7770, 1.7208], [1.2115, 3.7140, 1.4808], [-0.0305, 4.6000, 2.6628], [-0.2195, 4.5860, 0.7918], [-1.0085, 2.3060, 0.8048]],
  "forces_ev_per_a": [[1.583, -2.605, 1.179], [0.152, 0.797, -1.181], [0.686, -1.364, -0.385], [-2.693, 2.248, 0.323], [-3.800, -0.214, 2.835], [2.662, -0.628, -2.868], [-2.956, 2.425, 2.602], [2.510, -1.019, -3.272], [1.590, -0.715, 0.460], [-0.093, -0.116, -0.033], [0.158, -1.292, 0.916], [-1.112, 0.726, -0.693], [-5.074, 8.722, 0.458], [1.269, 1.327, 3.075], [1.764, -5.341, 0.664], [2.661, -0.826, 1.436], [-0.229, -2.331, -3.002], [0.093, -1.472, -2.705], [-1.835, 1.560, 5.122], [1.969, 1.144, -4.849], [-0.445, -1.309, 0.868], [0.829, -0.161, -0.294], [-0.082, 0.141, -0.465], [-0.387, -1.010, -0.262], [0.504, 6.518, 1.385], [-0.368, -0.618, -2.265], [1.313, 0.081, 0.451], [0.838, 0.337, -3.262], [-3.140, -5.527, 2.449], [0.641, -0.574, 1.480], [-1.117, 1.194, -2.611], [0.251, -1.048, -0.060], [-2.775, -0.956, 2.166], [1.710, 0.350, 1.140], [0.768, 0.085, 1.091], [1.423, 1.150, -2.381], [1.161, -1.688, 1.562], [-1.662, -1.510, -1.292], [-1.330, 1.133, 0.349], [0.321, -1.092, -2.221], [-0.210, 0.773, -0.506], [2.453, 2.703, 2.597]],
  "nbo_charge": [-0.80, 0.56, 0.56, 0.55, -1.19, 0.48, -0.24, -0.71, 0.17, 0.17, 0.15, 0.46, -0.19, -0.80, 0.14, 0.16, 0.11, 0.53, -0.24, -0.74, 0.17, 0.17, 0.17, 0.50, -0.22, -0.78, 0.18, 0.18, 0.16, 0.50, -0.25, -0.80, 0.18, 0.16, 0.14, 0.51, -0.24, -0.83, 0.16, 0.17, 0.17, 0.48],
  "e_above_lowest_ev": 10.537,
  "total_charge": 0,
  "energy_ha": -846.96277,
  "homo_lumo_gap_ev": 8.909,
  "molar_mass_da": 228.3
}



No. 2
{
  "formula": "C2H2N3O",
  "method": "ωB97M-V/def2-TZVPD",
  "elements": ["C", "C", "N", "N", "N", "O", "H", "H"],
  "xyz": [[-0.9550, 1.6217, -0.7942], [-0.1085, -1.2903, 0.6821], [1.3748, -0.3155, 0.0195], [2.4503, -0.4162, 0.1397], [-0.8339, 0.7685, -0.0272], [-0.3385, -2.1913, 0.0335], [-1.2993, 2.4044, -1.4211], [-0.2899, -0.5812, 1.3677]],
  "forces_ev_per_a": [[-0.604, -1.360, 1.508], [-1.340, -4.348, -3.419], [1.267, -0.079, -0.239], [0.897, 0.252, -0.127], [-0.522, 1.869, -1.476], [0.541, 1.222, 1.268], [0.208, 0.444, -0.464], [-0.447, 2.000, 2.950]],
  "nbo_charge": [0.26, 0.71, -0.06, 0.23, -0.45, -0.25, 0.27, 0.28],
  "e_above_lowest_ev": 0.991,
  "total_charge": 1,
  "energy_ha": -316.55365,
  "homo_lumo_gap_ev": 11.847,
  "molar_mass_da": 84.1
}



No. 3
{
  "formula": "C6H13NS",
  "method": "ωB97M-V/def2-TZVPD",
  "elements": ["C", "C", "C", "C", "C", "C", "H", "H", "H", "H", "H", "H", "H", "H", "H", "H", "H", "H", "H", "N", "S"],
  "xyz": [[-0.1389, 0.1729, -2.0190], [0.5193, 0.5154, -0.8305], [-0.2831, 0.0858, 0.4976], [0.2813, 0.6812, 1.7482], [-0.6828, -1.3738, 0.4714], [-2.5977, 0.1674, 1.5595], [0.0801, -0.8609, -2.4824], [0.0729, 0.9607, -2.9544], [-1.1999, 0.3189, -1.7544], [0.8504, 1.6669, -0.6999], [2.7078, 0.1969, 0.2625], [0.8196, 1.6998, 1.3990], [1.1433, -0.2047, 1.9784], [-0.6039, 0.9505, 2.6565], [-0.1711, -2.1316, 1.4028], [-0.5458, -1.7712, -0.5726], [-2.7608, -0.6619, 2.4247], [-3.7715, 0.4098, 1.1650], [-2.4363, 1.3250, 1.8343], [-1.7629, -0.2505, 0.5017], [2.2230, -0.1024, -1.0459]],
  "forces_ev_per_a": [[-2.245, 0.911, -6.125], [2.431, 3.596, 4.285], [-0.308, -1.336, -0.759], [1.429, 0.366, 1.389], [1.141, 0.136, 1.689], [-4.162, 1.394, 1.421], [-0.453, 1.476, 1.039], [-0.385, -2.031, 2.480], [-0.016, -0.555, -0.847], [-1.743, -2.182, -0.501], [-0.497, -0.315, -1.719], [-1.099, -2.241, 1.346], [-2.179, 2.968, 0.459], [3.151, -1.146, -2.684], [-2.291, 2.435, -2.601], [-0.637, -0.112, 1.465], [0.711, 2.424, -1.619], [2.903, -1.310, 0.605], [0.369, -2.822, 0.185], [3.015, -1.189, -1.904], [0.863, -0.468, 2.395]],
  "nbo_charge": [-0.68, -0.33, 0.05, -0.67, -0.26, -0.44, 0.23, 0.23, 0.26, 0.23, 0.13, 0.22, 0.24, 0.25, 0.21, 0.22, 0.21, 0.20, 0.21, -0.46, -0.05],
  "e_above_lowest_ev": 6.101,
  "total_charge": 0,
  "energy_ha": -689.12975,
  "homo_lumo_gap_ev": 9.294,
  "molar_mass_da": 131.2,
  "smiles": "C[C@H](S)[C@]1(C)CN1C"
}